The following is a DFT calculation (ωB97M-V with the def2-TZVPD basis set) of a molecular structure, C65H140F8N9NaO8S4 at a distorted geometry.

The geometry in XYZ format:
```
235
Properties=species:S:1:pos:R:3:forces:R:3
H -4.66599 -0.23689 -3.20483 -0.718 0.026 0.074
H 1.91759 4.40254 -7.48712 -0.596 -0.528 0.071
H -6.33674 -8.31025 2.37758 -0.333 0.632 -1.030
C -7.25900 1.35945 5.18095 -0.222 1.259 0.132
H 1.82290 7.83220 0.52144 -0.287 0.114 0.016
C 1.00709 5.00057 -7.44910 -1.832 2.143 -0.646
H -3.61752 4.82270 4.07308 -0.268 0.163 -0.299
H 5.56525 10.32710 -0.64597 -0.156 -0.274 0.083
H -3.97777 0.93965 2.89349 0.451 -0.161 -0.652
F 6.00792 2.15526 4.42429 -0.683 -1.456 -0.659
H -4.83738 2.78716 5.91953 0.023 0.205 -0.091
C -7.14227 -4.24271 -2.89482 1.125 0.282 -0.381
H -1.29802 2.87263 -5.83974 -0.289 0.683 -0.065
N -4.39384 -5.35686 2.67217 0.368 -0.189 1.553
C 5.81590 1.89614 -3.09933 0.082 -0.400 1.487
H -0.36474 -5.27376 2.14212 -0.033 0.072 -0.160
H -0.28736 4.33599 -5.28250 -0.123 -0.719 0.849
H -1.39681 -8.07078 0.95200 -0.453 0.153 0.310
H 0.40268 2.10362 -3.65593 0.186 -0.059 0.485
H -2.36140 -3.32566 2.67543 -0.212 -0.702 0.190
H 1.11083 -6.02402 3.64046 0.348 0.258 0.166
N 0.87882 -6.95542 1.81222 1.675 0.769 -0.848
H -3.90866 -3.54978 -1.71438 -0.074 -0.234 0.023
H -0.25084 7.60833 -8.28366 -0.815 0.233 -0.027
H -2.02053 5.34233 4.23880 0.383 -0.317 0.267
H -3.25920 0.93925 6.38281 0.496 0.255 -0.016
H 0.21432 -4.07267 -0.10063 -0.123 0.246 0.300
Na 3.23897 -1.32453 2.38116 -0.126 0.029 0.095
H -2.44293 -0.96258 2.14848 0.376 -0.516 0.113
H -7.69902 -3.59782 -2.21493 -0.442 -0.752 0.463
C -4.90494 2.32982 4.93242 0.254 -0.283 -0.168
H -5.45829 0.45145 5.86066 0.011 0.004 0.026
H -7.57390 -5.20114 -3.18326 -0.743 0.377 0.308
O 0.80148 1.86061 -0.06149 0.066 -1.583 0.399
C 3.97589 8.68852 1.97743 0.427 0.498 1.216
C -0.37595 3.44958 -5.91060 2.006 -0.981 -1.652
C -3.92340 -2.88120 -4.22695 -1.214 1.144 1.704
H 6.37324 3.41578 0.12482 -0.570 -0.263 -0.057
H 1.75576 4.87932 1.54517 0.153 0.091 -0.660
H -6.42847 -8.23500 4.64493 0.441 -0.181 0.124
F 4.59207 -4.05935 2.12635 -0.457 0.141 0.594
C 5.31235 -3.60762 1.11449 1.968 -0.492 -0.551
H 6.05995 9.99960 1.03280 0.247 -0.129 -0.204
C -5.79118 1.06847 5.02605 1.077 -0.353 -0.474
H 0.91881 1.61867 -6.55274 -0.314 0.576 -0.452
C 7.21139 2.94841 -0.39207 -1.595 -0.537 0.182
H 5.10129 -2.07793 -3.02807 0.743 0.107 -0.069
C 2.67681 -6.46708 -0.03115 -0.756 0.077 0.839
H 1.73461 6.75203 -8.49889 0.228 -0.279 -0.089
O 7.12422 -1.64911 0.52757 -0.921 -0.372 1.422
H 7.29651 3.49151 -1.33329 0.244 0.043 -0.019
H 2.40453 -7.17829 3.29975 0.301 0.279 -0.232
N 5.68971 1.18195 -1.65468 0.926 0.163 -0.219
H -4.16947 -4.16163 0.85381 0.360 -0.749 0.037
H -2.52900 5.06904 1.90524 -0.565 -0.372 -0.446
C -3.35905 -2.93191 2.48113 -0.402 -0.515 0.616
H -3.39818 -0.13437 5.02580 -0.602 0.460 -0.495
C 0.05992 -8.07544 2.50573 0.493 2.253 -0.138
C 6.93656 1.43285 -0.74920 0.811 2.008 -0.513
H -0.68762 -6.16405 0.62628 0.049 0.196 -0.055
O 7.51541 -3.01308 2.50236 0.717 -0.224 1.048
H -6.34052 -5.76342 1.77096 0.234 0.192 0.069
H 1.00769 6.90712 1.76746 -0.238 0.431 0.193
H -5.32904 -5.35814 -2.97324 0.464 0.314 -0.124
H 5.60928 2.96458 -3.03740 0.318 -0.013 0.755
C 4.86529 -1.02238 -2.89309 1.024 1.632 -0.289
O -0.17183 -1.54494 -0.34053 1.352 1.288 0.547
C 2.76657 4.64700 3.37396 1.223 0.610 0.369
H -5.48529 -6.26880 6.01838 -0.152 0.617 -0.228
C -2.59668 4.47836 3.90755 -0.835 -0.518 1.519
H -1.14785 -10.45432 2.92919 0.025 -0.355 -0.453
H 1.67060 0.95605 -4.04287 0.415 0.500 -0.642
H 0.66326 2.69711 -8.51143 -0.176 0.046 0.121
C -1.62247 5.86410 -8.64470 0.956 1.651 -1.020
N -3.42242 2.05317 4.52720 0.376 -0.793 -0.040
C -1.64277 5.06438 -7.38241 1.945 0.038 -0.623
H -7.55467 2.16039 4.50333 -0.145 -0.086 -0.246
H 3.78068 4.37900 3.67038 0.341 0.287 0.237
F 4.50607 -3.08410 0.20724 -0.527 0.593 -0.167
C 0.97142 5.99655 -8.68569 -0.234 -0.894 -0.256
H -1.30169 3.95677 2.33271 0.129 -0.566 -0.211
H 6.97821 0.76283 0.10954 -0.778 0.111 0.068
C 2.80048 4.88759 1.85596 0.387 1.204 0.096
H 4.43192 1.22075 0.03363 -0.280 0.144 -0.007
H -0.40706 3.79969 -9.37718 -0.160 -0.547 -0.013
C -1.75495 -9.70995 2.41398 0.427 -0.248 -0.699
H -1.10473 2.41641 -8.40905 -0.095 0.359 0.138
H -5.39612 -3.61429 1.87910 -0.096 -0.163 0.623
H -2.56379 -1.58213 -1.59877 0.269 0.115 0.244
C -5.77825 -4.59516 -2.33749 -0.282 -0.728 1.039
H -5.43915 -2.76617 -1.24193 -0.124 -0.647 0.552
H -2.99995 2.64653 1.09891 -0.984 -0.189 -0.188
C 0.77103 1.43286 -4.43213 -1.207 1.441 0.122
H 0.05760 0.60911 -4.40856 -0.285 0.083 -0.717
C -3.04654 -1.71727 1.64430 -1.002 0.445 -1.258
H 1.18364 5.52042 -9.64295 0.612 -0.514 0.317
H 1.14589 8.74287 1.87094 0.424 -0.190 0.607
N 1.96042 -0.23651 0.73432 -1.146 -2.726 -3.004
H -8.00786 -3.18661 -4.43605 0.113 0.292 -0.464
C -5.13852 -6.48759 5.00844 -0.449 0.369 -2.055
H -2.27465 -9.26354 3.26177 -0.258 0.602 -0.313
H -2.91465 1.48114 -2.08728 -0.197 -0.106 0.036
H -2.80980 3.50481 5.90469 0.441 0.330 -0.025
H -2.44945 -10.16552 1.70813 -0.101 -0.329 0.491
H 4.57343 2.78445 -0.84395 -0.521 -0.185 -0.161
N -0.33242 4.22086 -7.29932 0.350 -3.651 -0.776
H 6.81579 -0.62465 -1.96727 -0.058 0.307 -0.349
H -3.94238 -1.15235 1.38656 -0.365 -0.083 -0.132
H -3.23956 0.55665 -0.57287 0.254 0.566 0.243
H -1.91061 0.68002 5.13654 0.096 0.376 0.563
H 3.76940 9.51387 2.65879 -0.783 -0.424 0.495
H 4.92468 1.86144 -4.99110 0.219 -0.084 -0.133
H -1.57496 0.66730 -1.27595 -0.156 0.047 0.212
H -2.15172 1.29740 2.96827 -0.237 -0.367 0.070
C 1.61053 7.79773 1.59000 1.553 -1.170 -0.370
F 5.96017 -4.63030 0.55687 -0.192 0.915 0.537
H 2.21708 3.75049 3.66107 -0.444 0.112 -0.359
S 1.09033 -0.87995 -0.59509 1.528 -6.553 -1.617
N 3.02000 7.46264 2.18844 -0.604 0.990 0.556
H 7.82282 1.14723 -1.31581 -0.189 -0.208 -0.388
H 2.32714 -8.40285 1.01406 -0.095 0.130 0.183
C -2.64369 0.61488 -1.48372 -0.455 -1.679 -0.662
C -3.00231 -5.98264 2.76597 -0.168 0.389 -1.434
S 6.58698 -2.28554 1.73552 0.938 -3.357 -4.493
H -7.40625 1.79367 6.16982 -0.348 -0.285 0.120
H 1.50089 -4.00421 1.08268 -0.090 -0.063 0.279
C 1.82515 -5.27518 -0.57872 2.030 -1.869 -0.257
H 3.86648 -1.12223 -2.46822 -0.489 0.773 -0.582
H -1.51545 2.75425 4.90614 0.273 0.541 0.041
O -0.39604 0.44408 1.55615 1.181 -0.446 -0.889
C 0.82705 2.34124 -5.74183 -0.234 0.212 0.979
H -2.30013 -5.36746 3.32863 -0.524 0.278 0.040
F 5.15994 1.72594 2.47498 -0.828 -0.574 0.979
H 4.96804 8.35052 2.27658 -0.043 -0.319 0.114
H 1.23121 -5.64676 -1.41375 0.232 0.226 -0.305
H 4.62859 6.16445 1.69941 -0.014 -0.024 0.147
C 5.22141 10.25781 0.38606 0.193 0.912 0.849
H 6.10357 -0.24954 -4.59001 0.230 -0.287 0.404
H -5.66455 -4.57152 4.21020 -0.183 0.055 -0.358
S 6.65342 -0.22502 3.38164 3.266 1.233 4.204
C -0.85631 -8.77381 1.58581 0.333 -0.557 -0.185
C -4.38677 -4.02435 1.91307 1.449 1.371 0.637
C 0.08471 -5.72353 1.25679 0.911 -0.917 -0.133
C -6.21371 -7.28660 4.15247 1.357 -0.358 1.218
C 4.10501 9.25883 0.59484 -0.183 -1.905 -1.192
C 5.07566 -0.20148 -4.23058 -1.136 -0.645 0.901
C -0.31967 3.16787 -8.49329 0.388 1.488 0.857
H 1.00999 5.62451 -6.55535 0.262 0.017 0.150
C -6.32246 -2.00765 -3.75999 0.554 -1.670 0.174
C 2.93959 7.16977 3.77082 0.131 0.000 -0.918
S 0.86190 0.80272 0.92762 -3.205 7.382 4.240
H 9.28012 3.02658 -0.10260 0.361 -0.167 0.307
H 5.50317 -0.79193 -0.86728 -0.008 0.336 0.144
C -3.31558 2.93349 2.10197 1.416 0.561 0.963
C -5.39865 -6.28886 1.92879 0.813 -1.786 1.405
H -4.33812 -3.81041 -4.61769 0.098 0.279 -0.068
C -2.93646 -0.75699 -2.20570 -0.819 -0.220 0.312
H -3.02315 -3.06697 -3.64116 0.196 0.054 -0.615
H -6.47062 -3.86213 -4.94229 0.008 0.007 0.005
H -1.72151 5.26106 -9.54727 -0.450 -0.287 0.251
H 3.34267 4.04870 1.41964 -0.197 0.057 -0.382
H -5.94341 -5.09536 -1.38323 0.054 -0.312 0.170
C 1.80203 -6.37564 2.87449 -1.150 -0.443 -0.581
F 2.10822 -2.16783 -0.73222 -0.433 0.753 0.661
F 4.27431 0.79054 4.37679 1.328 0.421 -1.596
H -7.23928 -6.92421 4.08190 0.262 1.049 0.054
C 1.78376 -7.53295 0.64512 -0.556 0.977 -0.274
H -2.66588 -6.01288 1.72963 0.212 -0.336 0.068
H -2.96912 -6.97470 3.21633 -0.658 0.117 -0.186
C -2.47125 3.27808 4.89372 -0.879 -1.095 -0.526
H 1.19439 5.89540 4.02168 -0.210 0.401 -0.044
H -5.60584 0.48650 4.12325 -0.123 -0.223 -0.221
H 1.75114 2.91603 -5.68036 0.106 -0.138 -0.134
H 8.47672 2.61969 1.41242 -0.286 -0.046 -0.088
C 4.79850 1.33558 -4.04471 0.051 -1.437 -0.625
C -2.36768 4.14505 2.46050 0.159 -0.868 0.870
H -4.04115 -4.53959 4.70897 0.571 -0.344 -0.503
H -2.39270 -0.81584 -3.14855 -0.167 0.068 -0.113
H -5.02546 -0.68868 -1.52714 -0.494 -0.880 -0.171
H 4.45412 8.36473 0.07830 -0.177 -0.027 -0.944
H -4.22224 -7.05329 5.17733 -0.139 -0.471 -0.243
H -3.72251 -2.52554 3.42498 -0.178 -0.453 0.230
H 2.39355 7.98340 4.24825 0.319 0.325 -0.401
H -5.31989 3.04406 4.22124 0.090 0.008 0.068
H -0.20246 -9.26163 0.86290 -0.446 -0.868 0.016
C -4.75671 -5.17432 4.18630 -2.157 0.053 0.819
H 3.20973 -6.97573 -0.83450 -0.062 0.037 -0.033
H -6.15584 -1.27316 -4.54794 0.328 -0.616 -0.531
H -2.58197 -1.99362 0.69777 0.262 0.131 0.013
H 3.43545 -6.10158 0.66093 0.116 0.001 -0.007
H 0.83142 -8.66244 3.00403 -0.290 -0.380 -0.113
C -3.17593 1.66455 3.03376 -0.804 2.499 0.820
H -0.46301 7.06836 -9.95897 0.433 0.108 0.118
F 1.58398 1.51203 2.15227 0.550 0.221 0.439
H -0.53344 -7.55710 3.25895 0.205 0.141 0.326
H 4.96499 11.27331 0.68789 -0.260 -0.011 0.003
C -2.97274 0.81938 5.33798 0.246 0.600 -0.399
N 5.64984 -1.36631 2.51052 -0.397 2.766 1.687
H -7.92871 0.51609 5.01267 0.292 -0.035 0.201
C -6.98337 -3.37313 -4.11400 -0.555 1.348 -0.663
H -4.90252 -6.56695 0.99895 -0.140 0.320 -0.157
C 8.39646 3.21935 0.50574 1.315 -0.307 -0.778
H 2.59140 -4.55080 -0.85482 -0.496 0.132 -0.698
H 6.85359 1.74323 -3.39585 -0.088 -0.109 -0.061
N -4.91455 -2.35138 -3.13914 0.007 1.320 1.120
H -6.91482 -1.39747 -3.07816 0.119 -0.529 0.727
H -2.46768 6.55232 -8.63563 -0.164 -0.147 0.007
H -1.57365 5.70582 -6.50384 -0.520 -0.089 0.079
O 7.03373 -0.74834 4.70788 -1.952 0.510 -3.202
C 2.27400 5.87698 4.17070 -0.658 -1.249 -1.076
H 2.39353 5.71768 5.24235 0.260 0.187 -0.005
C -4.49519 -0.98613 -2.43181 2.786 0.545 -2.326
H -4.28945 3.39139 2.27519 -0.374 -0.527 -0.942
H 2.33258 -5.56267 2.37881 0.272 -0.276 0.611
C 5.39586 1.20924 3.70910 0.758 0.650 0.281
O 1.27962 -0.31987 -1.86527 0.212 1.729 -0.573
C -0.34288 6.73429 -8.92840 -0.696 -0.322 1.460
H 3.60975 1.34237 -1.57224 -0.339 0.565 0.390
C 0.94646 -4.68002 0.43153 -1.752 -0.369 1.497
H 4.54152 -0.82432 -4.94812 -0.510 1.003 -0.543
H -2.50461 4.40077 -7.45290 0.247 -0.230 0.733
H 3.80854 1.65442 -3.71852 -0.240 -0.526 0.102
H 1.13166 -7.81697 -0.18084 -0.429 -0.450 0.437
H 3.14435 9.53307 0.15894 0.102 0.335 0.050
C 4.41832 1.70986 -0.94038 1.867 -1.512 -0.983
H 3.95874 7.11255 4.15313 0.167 0.476 -0.394
H 3.55735 6.49052 0.35102 -0.353 -0.250 0.136
C 5.76292 -0.37316 -1.83952 -0.624 -0.204 0.710
H -4.78885 -8.27040 2.86075 0.685 0.593 0.032
H 8.49554 4.27308 0.76642 -0.364 -0.028 0.029
C -5.63214 -7.58417 2.78310 -0.728 -0.080 -0.045
C 3.58004 6.24407 1.41255 -1.201 -0.734 1.892
O 7.75915 0.32074 2.60885 -2.590 -0.922 0.128
H -3.85273 -2.08135 -4.96408 0.306 -0.367 -0.104
C -4.95445 -3.40129 -1.98340 -0.479 1.945 -1.447
```
Forces are in eV/Å.

As for the total charge: +7. The expectation value of S² is 0.76. For the calculated total energy, the calculation gives -6206.3028 Ha. The HOMO energy (alpha / beta) comes out at -21.68 / -21.68 eV. As for the spin multiplicity: 2. As for the LUMO energy (alpha / beta): -13.32 / -17.54 eV. The calculation puts the molar mass at 1479.1 g mol⁻¹. The value obtained for the HOMO-LUMO gap (alpha / beta) is 8.4 / 4.1 eV.

Atom charges from the Mulliken analysis, given in e for atoms 1 to 8: 0.51, 0.39, 0.48, -1.42, 0.47, -0.55, 0.38, 0.37